(1)
ORCA calculation (ωB97M-V/def2-TZVPD) on a cluster of 4 separate species, C20H40O15S4 in total at a distorted geometry.

```
79
Properties=species:S:1:pos:R:3
S 0.0954 -3.0717 -2.6178
S -4.4729 7.8608 1.7817
S 3.4444 -4.4275 -5.1492
S -2.9059 0.9203 1.5428
O -5.0965 8.5051 0.6865
O 0.0369 -3.0985 -1.1991
O 2.6267 -5.6126 -5.8728
O 0.9242 -3.9378 -3.3662
O -2.9711 7.4716 1.3517
O 2.5180 -3.5320 -4.5650
O -5.0506 6.3663 1.9073
O -1.4070 -3.1763 -3.1982
O -3.6117 2.0598 2.0211
O -4.4383 8.4325 3.0773
O 0.3918 -1.5590 -3.0802
O -3.8795 -0.3582 1.6078
O -2.4426 1.1760 0.2134
O 4.5092 -5.0039 -4.4162
O 4.0414 -3.7459 -6.4886
C 3.7809 -4.5817 -7.6174
C 2.3207 -0.8126 0.3970
C -1.1226 1.7496 3.4887
C 3.3710 -3.0002 3.5604
C 0.9174 2.9600 2.4406
C -1.8508 -1.8862 -3.6301
C 1.3938 1.5893 0.2858
C -0.6460 2.9603 2.6298
C -1.4615 0.5262 2.6053
C -3.0849 -1.5319 1.3165
C 2.0741 0.5054 1.1531
C 3.3074 -1.7133 2.6421
C -2.7499 6.0810 1.6134
C 1.3362 2.9857 0.9548
C -2.1803 -1.9446 2.5219
C -4.0964 5.4295 1.3898
C 2.6405 -2.0392 1.2931
C -1.8142 -0.7386 3.4293
C -0.5885 -1.1546 -4.0388
C 2.5088 -5.3269 -7.2678
H -2.7285 -2.7275 3.0651
H -2.5164 -1.3596 0.3897
H 4.3868 -3.1285 3.9561
H -1.0106 -1.0201 4.1231
H 2.7211 -2.8351 4.4373
H -1.2943 -2.4359 2.0830
H -2.3397 -1.3919 -2.7869
H -0.6448 0.2914 1.9050
H -1.9806 5.6842 0.9553
H -2.7347 -0.4873 3.9850
H -2.0651 2.0664 3.9661
H 1.3799 0.2807 1.9877
H 1.4249 -1.0123 -0.2162
H -4.1830 4.4738 1.9022
H -0.7113 -0.0743 -4.0278
H 1.6998 -2.6064 1.4247
H 3.6744 -3.9805 -8.5179
H 2.3505 3.4187 0.9038
H 4.3562 -1.4058 2.5049
H -0.2471 -1.4717 -5.0275
H -0.3950 1.4979 4.2737
H -2.4268 5.9785 2.6525
H -4.2976 5.2898 0.3254
H 2.9859 0.9364 1.5972
H 2.3943 -6.2459 -7.8377
H 2.0299 1.7003 -0.6161
H 3.1333 -0.6117 -0.3272
H 1.2633 3.9130 2.8838
H -3.7484 -2.3844 1.1177
H 3.3144 -2.7410 0.7704
H -2.5576 -1.9837 -4.4511
H 0.4152 1.2441 -0.0935
H 1.6269 -4.6976 -7.4123
H 4.6225 -5.2682 -7.7368
H -0.9805 3.8866 3.1200
H 0.6487 3.6433 0.3975
H 1.3867 2.1690 3.0404
H 2.7540 -0.9704 3.2335
H -1.0634 2.9251 1.6106
H 2.9888 -3.8855 3.0353
```

As for the total charge: 0. Its HOMO energy is -10.7 eV. The calculation puts the HOMO-LUMO gap at 0.40523 hartree. The value obtained for the maximum force is 3.2 eV Å⁻¹.

Atom charges from the Löwdin analysis, given in e for atoms 1 to 4: number 1, S, carries 0.626; number 2, S, carries 0.605; number 3, S, carries 0.635; number 4, S, carries 0.641

---

(2)
ORCA calculation (ωB97M-V/def2-TZVPD) on a cluster of 3 separate species, C17H38BNO6S in total.

```
64
Properties=species:S:1:pos:R:3
S 0.5351 3.4871 -2.4114
O 1.9891 3.7538 -1.8124
O 1.5719 8.2251 -1.2540
O -0.3038 2.9952 -1.3755
O 0.2803 7.8909 -3.1697
O 0.6416 2.8068 -3.6481
O 0.1790 5.0102 -2.6902
N 5.0244 6.9848 -3.6329
C 0.9249 5.8191 -1.7564
C -0.1374 -1.6850 0.2165
C -2.3808 -4.6537 3.3658
C -3.9190 -6.6533 5.2047
C -0.2811 -1.2335 -1.2377
C -3.4194 -3.5474 3.1873
C -4.0994 -6.5440 3.6938
C -0.0279 -4.1941 -0.2521
C 2.3123 5.1686 -1.7794
C -2.8505 -6.0526 2.9639
C 5.1002 6.2257 -1.3767
C 1.9311 0.0272 -1.3662
C 0.6323 -2.9896 0.4135
C 4.4598 6.3048 -2.7332
C -3.8633 -3.3550 1.7406
C 3.1754 5.5278 -2.9882
C 1.0389 -1.0446 -1.9836
B 0.8997 7.3739 -2.0835
H -0.0932 -4.0759 -1.3345
H 1.8191 7.8436 -0.4021
H -3.6995 -5.6847 5.6562
H -2.9903 -2.6108 3.5534
H 0.7185 -3.1837 1.4864
H 4.4839 6.9756 -4.4991
H -4.9441 -5.8852 3.4741
H 2.8410 0.1641 -1.9528
H -3.0975 -7.3301 5.4495
H 4.5156 6.8101 -0.6571
H 2.2302 -0.2273 -0.3480
H 5.1181 5.1953 -1.0079
H -4.3707 -7.5248 3.2947
H -4.8216 -7.0388 5.6804
H -1.1398 -1.7972 0.6422
H 6.1093 6.6269 -1.4252
H -3.0059 -3.1201 1.1067
H 0.3474 -0.8958 0.7978
H -0.8327 -0.2885 -1.2541
H -4.5738 -2.5314 1.6588
H -2.0329 -6.7576 3.1451
H 1.4005 0.9792 -1.3352
H -1.0390 -4.3432 0.1344
H -4.3461 -4.2479 1.3407
H -1.4928 -4.4060 2.7739
H 0.4779 5.6605 -0.7645
H 0.8146 -0.7662 -3.0163
H 1.5822 -1.9927 -2.0358
H -0.1576 7.2129 -3.7010
H 1.6554 -2.8829 0.0424
H 2.5787 6.0864 -3.7159
H 3.4598 4.5852 -3.4676
H -2.0511 -4.6622 4.4084
H 2.8075 5.3469 -0.8270
H -4.2916 -3.7462 3.8163
H -0.8986 -1.9518 -1.7846
H -3.0353 -6.0803 1.8863
H 0.5412 -5.1036 -0.0538
```

As for the total charge: 0. Its HOMO energy is -10.4 eV. The calculation puts the HOMO-LUMO gap at 0.38186 hartree. The value obtained for the maximum force is 0.5 eV Å⁻¹.

Atom charges from the Löwdin analysis, given in e for atoms 1 to 4: number 1, S, carries 0.584; number 2, O, carries -0.162; number 3, O, carries 0.202; number 4, O, carries -0.214

---

(3)
ORCA calculation (ωB97M-V/def2-TZVPD) on a structure of composition C3H4LiO4Pb at a distorted geometry.

```
13
Properties=species:S:1:pos:R:3
Pb -0.1690 0.4581 -0.0876
O 1.7917 0.7142 0.1065
O 3.3351 -0.8705 -0.1297
O 3.8890 1.2479 -0.1188
O -2.2189 0.3411 -0.3605
C -3.3336 -0.5764 -0.0382
C 2.9517 0.3109 -0.1943
C -3.4634 0.8609 -0.0323
Li 2.8952 -2.5925 0.1211
H -3.1832 -1.1195 0.8978
H -3.6661 -1.1500 -0.9045
H -3.5777 1.6015 0.7610
H 4.7491 0.7742 -0.0206
```

As for the spin multiplicity: 2. Its relative energy (zero: lowest compared OMol25 entry of this formula, charge and spin) is 0.0 kJ/mol. As for the total charge: +2. Its HOMO energy (spin up / spin down) is -16.7 / -18.5 eV. The calculation puts the HOMO-LUMO gap (spin up / spin down) at 0.26703 / 0.32983 hartree. The value obtained for the maximum force is 4.9 eV Å⁻¹.

Atom charges from the Löwdin analysis, given in e for atoms 1 to 4: number 1, Pb, carries 1.900; number 2, O, carries -0.295; number 3, O, carries -0.068; number 4, O, carries 0.191

---

(4)
ORCA calculation (ωB97M-V/def2-TZVPD) on a cluster of 2 separate species, C2H10NS in total at a distorted geometry.

```
14
Properties=species:S:1:pos:R:3
S 0.0925 -1.3131 -0.7765
N -0.8077 2.8375 0.2019
C 0.1680 1.7782 0.7107
C 0.6029 -2.3317 0.4467
H 0.7931 1.2443 0.0262
H 1.2360 -1.8128 1.1788
H -0.1182 -2.8630 1.0521
H 0.8351 2.2733 1.4634
H -0.8921 3.5406 0.9363
H -0.5586 3.2635 -0.6946
H -1.6890 2.3457 0.0358
H 1.3606 -3.0246 0.1060
H -0.3678 1.2619 1.5079
H -1.0038 -1.8041 -1.3567
```

As for the spin multiplicity: 2. Its relative energy (zero: lowest compared OMol25 entry of this formula, charge and spin) is 87.3 kJ/mol. As for the total charge: +2. Its HOMO energy (spin up / spin down) is -20.7 / -21.6 eV. The calculation puts the HOMO-LUMO gap (spin up / spin down) at 0.49303 / 0.32999 hartree. The value obtained for the maximum force is 3.7 eV Å⁻¹.

Atom charges from the Löwdin analysis, given in e for atoms 1 to 4: number 1, S, carries 1.148; number 2, N, carries 0.181; number 3, C, carries -0.035; number 4, C, carries -0.391

---

(5)
ORCA calculation (ωB97M-V/def2-TZVPD) on a structure of composition C5H8O2.

```
15
Properties=species:S:1:pos:R:3
O 0.0358 -0.3407 1.8297
O 1.0029 0.4624 -1.8030
C -1.5997 0.8438 0.1272
C 1.2900 -0.6910 -0.9683
C -0.3085 0.1023 0.0975
C 0.0066 -1.2284 -0.3947
C 1.0306 0.6307 -0.3959
H -2.4342 0.1861 0.3822
H 1.6774 1.3950 0.0234
H -0.6989 -1.8605 -0.9251
H 2.2461 -1.1671 -1.1509
H -1.7574 1.2194 -0.8903
H 0.1839 -1.2302 1.1560
H -1.5872 1.6940 0.8133
H 0.9127 -0.0157 2.0990
```

Its relative energy (zero: lowest compared OMol25 entry of this formula, charge and spin) is 523.8 kJ/mol. As for the total charge: 0. Its HOMO energy is -8.2 eV. The calculation puts the HOMO-LUMO gap at 0.33230 hartree. The value obtained for the maximum force is 0.5 eV Å⁻¹.

Atom charges from the Löwdin analysis, given in e for atoms 1 to 4: number 1, O, carries -0.040; number 2, O, carries 0.002; number 3, C, carries -0.011; number 4, C, carries -0.210

---

(6)
ORCA calculation (ωB97M-V/def2-TZVPD) on a cluster of 2 separate species, C9H23N2Si in total at a distorted geometry.

```
35
Properties=species:S:1:pos:R:3
Si 0.4932 1.5572 2.0585
N -1.7524 -0.9277 0.1873
N -0.0862 -1.2642 -1.4852
C 1.4204 2.2575 0.5074
C 1.3239 -1.8455 -1.3288
C -0.6399 -1.7746 -2.8396
C -2.4979 -1.2272 1.4313
C -2.0997 0.2482 -0.3245
C 0.8196 1.8651 -0.8980
C 1.4687 1.2013 -1.7526
C 1.3731 1.8817 3.6975
C -0.7877 -1.7746 -0.2887
H -0.5247 -2.8358 -2.8122
H -2.0722 -2.2067 1.8120
H -3.5942 -1.3610 1.0956
H 1.6151 3.3416 0.5065
H 2.3351 1.6009 3.5387
H 2.4098 1.9008 0.7042
H 1.9058 -1.8377 -2.1743
H -1.0138 -2.8676 -0.2434
H -0.9628 1.7490 1.8991
H -0.1312 2.1576 -1.1217
H 1.0668 1.2697 4.4619
H -0.2865 -1.2334 -3.6473
H 2.4716 1.0920 -1.5283
H 1.3237 -2.8162 -0.9805
H 1.8230 -1.1427 -0.6225
H -0.0568 -0.2053 -1.3983
H -1.6755 -1.6147 -2.6991
H -2.0230 0.3896 -1.3849
H 1.2795 2.8574 4.2016
H -2.1713 -0.4115 2.1815
H 1.0521 0.8254 -2.7420
H -2.6601 0.9713 0.1856
H 0.8542 0.1804 1.8029
```

Its relative energy (zero: lowest compared OMol25 entry of this formula, charge and spin) is 458.7 kJ/mol. As for the total charge: +1. Its HOMO energy (spin up / spin down) is -11.3 / -11.3 eV. The calculation puts the HOMO-LUMO gap (spin up / spin down) at 0.30229 / 0.30235 hartree. The value obtained for the maximum force is 5.5 eV Å⁻¹.

Atom charges from the Löwdin analysis, given in e for atoms 1 to 4: number 1, Si, carries 0.663; number 2, N, carries -0.243; number 3, N, carries -0.161; number 4, C, carries -0.282

---

Question: Look up the maximum force of the sixth one.
Answer: 5.5 eV Å⁻¹